(1)
C51H39BiN3O5P2S2 | ωB97M-V with the def2-TZVPD basis set

```
103
Properties=species:S:1:pos:R:3:lowdin_charge:R:1
S -0.61 1.42 0.99 0.987
C -3.31 -2.88 -2.64 0.013
H 2.54 -2.17 -6.23 0.083
C -1.12 2.09 -1.71 -0.310
N -1.04 -1.75 -1.58 -0.018
C 1.70 -0.01 4.68 -0.043
C -3.30 2.38 -2.62 -0.055
H 1.57 4.46 -3.31 0.115
C 4.23 -4.63 -1.35 -0.042
N 5.21 -3.72 -1.65 0.188
C -1.66 1.78 -0.46 -0.348
H -2.85 -0.86 8.21 0.103
C -1.95 2.43 -2.78 -0.062
O 0.84 -3.45 -0.38 -0.236
C -0.36 -0.81 3.83 -0.405
O 1.54 -5.53 -0.51 0.108
C 1.48 3.09 -0.99 -0.451
P 0.75 1.88 -2.03 1.068
C 0.77 4.14 -0.39 -0.118
C 0.44 1.57 -4.71 -0.111
O 3.63 -7.01 -1.13 0.150
H -3.11 4.86 2.93 0.105
N 3.50 -2.53 -1.04 0.040
Bi 1.19 -1.37 -0.86 1.820
H 6.02 -3.99 -2.17 0.168
H -0.18 -2.63 2.66 0.094
H -0.23 4.30 -0.77 0.110
H 0.69 5.69 0.99 0.099
H -4.73 -1.96 3.81 0.102
H 3.40 -1.29 4.19 0.080
S 0.29 -2.25 -5.32 1.055
H -1.20 3.86 1.78 0.073
C -1.81 3.26 2.38 -0.069
C -4.36 -1.67 4.81 -0.099
H -1.44 -0.65 6.11 0.074
H 0.90 5.36 -5.54 0.123
C 1.18 3.79 -4.08 -0.096
C -3.22 -2.58 -1.27 -0.022
H -5.13 -1.56 8.11 0.117
H -4.44 3.48 4.50 0.104
C 1.34 5.01 0.51 -0.080
C 2.39 -1.10 4.07 -0.059
C -1.11 -2.10 -2.86 -0.326
O -0.35 -0.05 1.00 -0.695
H -0.18 1.41 -6.73 0.099
H 4.91 -0.43 -1.93 0.063
C 2.69 4.92 0.80 -0.057
H 6.31 -1.11 -0.97 0.113
C 3.18 -3.92 -0.94 -0.115
H -3.43 1.67 0.68 0.121
O 5.60 -6.49 -2.05 0.124
C -2.35 1.09 3.31 -0.334
C 0.32 -1.88 3.24 -0.134
H -6.08 -2.31 5.94 0.096
H -1.56 2.72 -3.71 0.088
C 4.71 -2.48 -1.43 -0.400
C 1.99 -2.06 -5.27 -0.370
C 1.68 -2.07 3.40 -0.087
C -5.15 -1.81 5.93 -0.087
C 3.43 3.87 0.24 -0.075
H 0.04 3.73 -7.22 0.090
H 4.50 3.69 0.57 0.131
H -4.09 -2.57 -0.65 0.105
C 4.55 -6.18 -1.55 -0.442
C 0.27 2.03 -5.99 -0.081
H -2.22 -3.00 -4.45 0.090
P -2.11 -0.76 3.32 1.120
H -4.92 2.05 -1.22 0.124
H -4.05 2.56 -3.37 0.112
C 0.85 2.52 -3.75 -0.383
C -2.47 -0.89 6.09 -0.086
H -4.20 -3.36 -3.01 0.115
C 0.32 0.10 4.62 -0.092
C 2.81 2.99 -0.59 -0.123
C 0.14 -2.00 -3.60 -0.541
H -1.94 -1.73 0.28 0.061
C -2.11 -1.95 -0.72 -0.045
C -3.61 3.07 3.99 -0.047
C -3.24 1.73 4.19 -0.035
C -1.68 1.86 2.38 -0.393
C -4.59 -1.50 7.15 -0.088
C 2.42 -1.75 -3.96 -0.190
C 1.79 -4.36 -0.54 -0.531
C 5.54 -1.28 -1.77 0.008
C 1.35 -1.66 -3.06 -0.433
H 6.07 -1.39 -2.70 0.083
C -3.04 1.83 -0.33 -0.076
C -3.07 -1.11 4.86 -0.400
C -3.29 -0.97 7.23 -0.058
H 2.23 0.73 5.18 0.085
H 0.16 0.55 -4.48 0.081
C 0.39 3.37 -6.31 -0.058
H 3.51 -1.60 -3.76 0.099
C -2.90 3.82 3.09 -0.057
C 0.87 4.27 -5.34 -0.054
C -2.18 -2.67 -3.46 -0.006
H 3.10 5.66 1.48 0.115
H 2.78 -6.59 -0.83 0.082
H -3.76 1.17 4.90 0.079
H 3.39 2.13 -0.95 0.100
H 2.26 -2.85 2.90 0.113
H -0.16 0.93 5.11 0.110
C -3.85 2.03 -1.41 -0.068
```

As for the HOMO-LUMO gap: 7.50 eV. The total charge is +1. The value obtained for the highest occupied orbital energy is -10.4 eV. The LUMO energy is -2.90 eV.

=====

(2)
C51H39BrF5N6O9P2S2Ta | ωB97M-V with the def2-TZVPD basis set

```
116
Properties=species:S:1:pos:R:3:lowdin_charge:R:1
F 4.61 -5.02 4.00 0.173
C 4.73 2.07 1.86 -0.052
C 0.08 5.86 -0.76 -0.476
C -4.09 -2.80 -1.80 0.087
N -0.05 -3.68 -2.29 -0.091
C 4.18 1.55 -0.82 -0.079
O 3.26 -1.06 -1.79 0.179
C 1.94 7.76 -1.49 -0.393
C -1.96 -3.34 1.89 -0.061
C 3.15 1.53 0.12 -0.332
C 0.65 3.74 0.47 -0.216
H 6.76 2.32 1.22 0.118
C -2.31 -3.81 -3.11 0.089
C -4.43 2.62 -1.28 -0.037
O 0.90 -2.68 -2.35 0.011
C 0.37 0.81 -4.23 -0.043
C -3.14 -2.19 -0.99 -0.114
C -4.48 -3.60 1.69 0.060
C -4.27 3.14 0.00 -0.042
H -3.63 1.31 -2.78 0.118
C 3.03 -3.69 -2.93 0.050
O -4.91 -1.59 0.43 0.032
H 2.37 3.32 -2.08 0.073
O -3.88 -1.38 2.37 0.048
N 0.51 2.26 0.56 -0.416
C -0.30 4.40 -0.53 -0.248
H 1.69 3.94 0.21 0.092
H 1.98 3.79 -4.45 0.117
F 3.39 -0.55 4.75 0.118
H -1.11 -3.97 2.11 0.118
H 1.17 -6.43 -3.15 0.145
H 1.14 8.32 -1.97 0.043
C 0.01 2.51 3.60 -0.127
C -2.87 -1.23 1.42 -0.319
S 1.66 5.99 -1.65 0.822
C 5.47 1.83 -0.42 -0.039
C 3.81 -4.00 3.76 -0.116
C 2.12 -1.83 3.24 -0.448
H -2.53 -0.21 1.49 0.065
H 3.07 -5.30 -4.31 0.129
H -1.44 2.71 6.65 0.120
N 1.92 -4.20 -0.80 0.135
H -1.72 0.61 -1.41 0.074
C 1.59 2.88 -4.01 -0.041
C 0.87 1.98 -4.79 -0.036
P 1.46 1.18 -0.34 0.958
H 4.95 2.27 2.90 0.115
N -3.54 -1.44 0.12 0.047
C 1.35 -5.41 -2.85 -0.231
C -1.32 2.48 5.60 -0.038
H 3.87 -3.10 -3.27 0.132
C -1.37 -3.20 -2.30 -0.078
C -0.14 2.81 4.94 -0.045
H -2.03 -4.49 -3.90 0.137
O 0.20 -4.63 -3.28 0.002
H 0.18 6.38 0.19 0.089
H -5.15 -2.70 -1.61 0.135
C 0.56 0.56 -2.88 -0.100
H -5.27 2.92 -1.89 0.119
C 3.44 1.79 1.47 -0.095
H 6.27 1.85 -1.16 0.119
H 2.01 8.05 -0.44 0.041
C -4.86 -2.15 1.73 -0.277
H 0.94 2.75 3.11 0.082
C 2.61 -4.82 -3.46 0.028
F 5.02 -2.65 5.24 0.168
C -1.78 -2.29 -1.33 -0.174
C -3.23 -4.08 1.78 0.004
H 0.48 4.16 1.46 0.118
C -2.27 1.83 0.28 -0.358
F 2.55 -5.30 2.24 0.119
H -3.10 -5.15 1.76 0.120
H -0.69 6.36 -1.34 0.088
H 0.18 -0.36 -2.46 0.068
F 0.91 -3.17 1.73 -0.052
H -0.17 0.10 -4.84 0.116
Ta 0.39 -1.03 0.70 1.533
H -3.27 1.60 5.42 0.119
C 3.18 -1.71 4.13 -0.217
H 0.66 3.30 5.48 0.119
C -3.64 -3.56 -2.85 -0.103
C -2.44 1.31 -1.00 -0.094
S 0.97 -0.51 2.95 0.753
H 0.72 2.18 -5.84 0.119
C -2.35 1.86 4.91 -0.041
N -4.66 -4.20 -3.72 -0.344
O -4.24 -4.83 -4.66 0.114
C -2.21 1.57 3.57 -0.091
O 2.14 -1.63 0.07 -0.248
H -3.07 3.19 1.76 0.110
H 2.88 7.99 -1.99 0.037
C 4.02 -2.78 4.39 -0.122
P -0.78 1.40 1.19 0.884
C 5.75 2.10 0.91 -0.042
H 3.97 1.33 -1.86 0.103
H -1.32 4.37 -0.15 0.100
C 2.19 -3.18 -1.78 -0.336
H -5.29 -4.31 1.56 0.136
C 2.64 -1.87 -1.17 -0.447
C 1.27 1.46 -2.10 -0.339
O -0.92 -1.62 -0.51 -0.294
C 1.80 2.62 -2.67 -0.109
C 1.95 -3.06 2.63 -0.213
C 2.76 -4.15 2.86 -0.133
C -3.51 1.71 -1.78 -0.042
N -1.71 -2.10 1.69 0.043
C -1.03 1.90 2.90 -0.391
O -5.82 -4.03 -3.43 0.108
Br 0.87 -6.67 -0.26 0.873
H -3.04 1.09 3.05 0.099
H 2.65 1.77 2.21 0.063
H -0.30 3.85 -1.48 0.104
C -3.19 2.76 0.78 -0.081
H -5.82 -1.98 2.22 0.182
C 1.47 -5.25 -1.33 -0.682
H -4.99 3.85 0.38 0.119
```

As for the HOMO-LUMO gap: 5.82 eV. The total charge is +2. The value obtained for the highest occupied orbital energy is -12.5 eV. The LUMO energy is -6.73 eV.

=====

(3)
C51H39BrN4O4W | ωB97M-V with the def2-TZVPD basis set

```
100
Properties=species:S:1:pos:R:3:lowdin_spin:R:1
H 0.36 -1.82 -2.51 0.000
C -1.58 -0.56 5.46 0.002
O 1.14 1.26 0.17 0.070
C -4.70 -3.16 0.97 0.030
C 0.34 3.49 0.56 0.002
H 0.92 -3.79 5.91 0.000
C 2.75 3.09 -0.06 0.002
H 2.09 -0.21 -2.97 -0.001
C -4.39 -4.51 0.81 0.031
C -1.48 5.04 0.81 0.000
H 6.07 -2.51 -2.61 0.000
C -0.09 -1.98 0.03 0.190
C 1.06 2.72 -1.79 0.003
C -2.61 -3.92 -0.68 0.050
H -3.02 0.24 -0.47 0.000
H -2.11 2.55 -5.18 0.000
H 3.62 1.23 -0.69 0.000
C -3.33 -4.88 0.00 0.004
H 5.93 1.98 -0.44 0.000
H 1.86 2.13 -2.25 0.000
H 2.22 5.09 0.53 0.000
N -0.45 0.18 2.01 0.001
C 4.59 -1.99 -1.51 0.003
H -4.98 -5.26 1.31 0.001
C 3.03 4.40 0.32 0.000
N 0.99 -1.94 2.50 -0.001
H 4.54 5.85 0.74 0.000
O -0.11 -3.17 0.01 0.369
H 4.28 -1.25 -3.53 0.002
H -0.07 4.38 3.81 0.000
C -2.50 1.22 -3.54 0.001
C 0.55 3.54 1.94 0.001
N 2.17 -0.85 -0.99 0.060
H -4.22 -1.15 0.46 -0.001
H -0.09 3.52 -4.09 0.000
C -0.25 2.24 -2.37 0.000
C -0.66 2.73 -3.61 0.001
H 6.42 4.29 0.29 0.000
C 1.29 2.62 -0.26 0.005
C 4.34 4.83 0.44 0.000
H -1.21 1.50 0.63 0.001
H 2.32 -3.37 1.88 0.001
H -0.80 -2.07 6.73 0.000
H 1.22 3.75 -2.08 0.000
C -1.27 5.09 2.17 0.000
O 5.76 -2.58 -1.70 -0.002
C -1.19 -3.07 -5.23 0.004
H -2.99 2.36 2.13 -0.001
C 1.71 -3.72 3.92 0.002
C -2.41 1.10 3.77 0.032
H -2.27 5.64 0.36 0.000
O -0.92 -1.12 -0.51 0.080
C 2.83 -1.46 0.00 -0.008
H -1.83 -4.22 -1.36 0.000
C -3.96 -2.19 0.31 0.004
C 0.93 -3.27 4.96 0.007
C -0.68 4.24 0.00 0.000
C 5.39 3.96 0.18 0.000
C -0.77 -1.61 5.75 -0.004
Br 2.79 0.40 2.68 0.050
C -2.14 -1.53 -1.33 0.018
C -2.07 0.83 -2.28 0.000
H -3.82 -0.35 -1.94 0.001
C -2.92 -2.55 -0.54 0.043
C -2.51 -3.00 -4.78 0.000
H -1.89 5.73 2.80 0.000
H -3.31 -3.34 -5.42 0.000
H -3.14 1.51 4.46 0.001
C 2.67 -0.75 -2.22 -0.001
H -2.29 -0.19 6.19 0.000
C 3.81 2.24 -0.36 0.000
C -0.45 -2.14 -3.15 0.003
C -1.33 1.11 1.64 0.030
H -0.86 4.23 -1.07 0.000
H 2.33 -4.60 4.03 0.000
C 3.88 -1.32 -2.52 0.036
N -0.96 1.32 -1.73 0.002
C -0.61 -0.38 3.24 0.010
H -0.97 -3.47 -6.21 0.000
C 0.20 -1.51 3.52 -0.001
C -1.79 2.20 -4.21 0.000
C -2.79 -2.50 -3.52 0.004
C -0.17 -2.64 -4.41 0.000
C 4.05 -2.05 -0.21 0.015
H 0.86 -2.71 -4.75 0.000
C -2.85 -0.17 -1.47 0.007
C -2.32 1.58 2.49 -0.003
C 0.13 -2.14 4.77 0.003
H 4.62 -2.52 0.57 0.001
H -3.38 0.77 -3.98 0.000
W 1.19 -0.40 0.86 0.824
H -3.08 -5.93 -0.12 -0.001
H 1.36 2.98 2.38 0.000
H -3.81 -2.45 -3.18 0.000
C 1.72 -3.03 2.71 0.007
C 5.12 2.66 -0.22 0.000
H -5.52 -2.86 1.60 0.001
C -1.75 -2.06 -2.69 0.007
C -0.26 4.34 2.74 0.000
C -1.55 0.07 4.18 0.001
```

As for the HOMO-LUMO gap (alpha / beta): 7.12 / 4.39 eV. As for the expectation value of S²: 2.018. The total charge is +2. The value obtained for the highest occupied orbital energy (alpha / beta) is -13.0 / -13.3 eV. The LUMO energy (alpha / beta) is -5.89 / -8.88 eV. Its spin multiplicity is 3.

=====

(4)
C51H42F3IN4O3PPtSb | ωB97M-V with the def2-TZVPD basis set

```
107
Properties=species:S:1:pos:R:3:lowdin_charge:R:1
H 7.05 -1.24 -3.06 0.117
C -3.62 0.05 -2.52 -0.117
C -0.39 -5.67 -1.97 0.014
H 3.86 0.33 0.36 0.068
C -2.63 -0.94 -2.48 -0.374
C -1.78 2.43 0.46 -0.187
C 5.91 0.13 -0.18 -0.066
H -4.23 0.25 -1.64 0.087
N 0.28 -3.26 1.58 -0.011
H 1.60 -4.93 1.50 0.134
C -2.73 3.37 0.14 0.075
I 4.40 -3.13 2.29 0.928
H 0.25 -3.64 -1.70 0.081
F -1.26 -7.82 -2.17 0.104
C 2.37 -2.90 2.05 -0.768
C 4.98 -1.02 -2.54 -0.073
C 0.20 2.64 -3.08 -0.065
H 3.44 3.09 0.77 0.136
O 1.25 6.33 -0.39 -0.040
C -5.18 -2.39 2.44 0.021
C 2.69 -3.20 -2.80 -0.102
C 1.75 -2.73 -5.39 -0.055
H 3.16 -5.17 -3.49 0.116
C 1.83 0.91 -2.70 -0.276
H 1.40 -2.55 -6.40 0.115
C -5.22 -2.22 -0.35 -0.109
H -1.48 -0.65 -5.67 0.129
C 2.36 3.01 0.67 0.038
C 1.58 4.13 0.39 -0.138
H -4.80 5.78 0.77 0.107
H 3.72 1.17 -3.70 0.111
H -0.79 3.05 -2.92 0.110
C -2.68 -6.16 -1.38 0.021
H 0.82 4.25 -4.37 0.116
C -4.08 3.06 0.29 -0.143
C 6.35 -0.89 -2.32 -0.048
N 0.43 1.63 0.71 -0.033
H 2.30 0.90 1.06 0.070
H 0.57 -6.03 -2.33 0.121
H 7.88 -0.22 -0.97 0.118
O -4.67 5.39 -0.10 -0.029
H -3.48 -6.89 -1.29 0.134
H -2.46 4.36 -0.21 0.131
Pt -0.55 -0.24 0.51 0.872
H 6.28 0.56 0.75 0.115
C 1.10 3.31 -3.90 -0.054
H -3.84 -4.53 -0.64 0.093
C 2.74 1.58 -3.53 -0.057
C -0.34 2.70 0.47 -0.205
C 1.72 -1.70 -4.45 -0.073
C 2.26 -3.97 -5.04 -0.050
H 1.64 7.18 -0.58 0.106
C 4.07 -0.57 -1.58 -0.269
H -0.61 -3.71 1.42 0.131
C -4.01 -2.11 0.34 -0.420
C 1.62 -1.73 2.16 -0.226
H 3.07 3.30 -4.77 0.116
C -2.06 -0.47 -4.77 0.013
H 1.35 -0.72 -4.72 0.106
C -4.41 1.82 0.80 0.025
C 1.74 1.79 0.83 -0.101
F -7.50 -2.62 2.40 0.107
O 1.45 -0.93 -0.67 -0.430
C -1.44 -6.55 -1.84 -0.271
H -6.03 3.92 0.50 0.136
H 3.06 -3.37 -1.80 0.121
N 0.33 -1.94 1.88 -0.093
H -1.09 -1.96 -3.59 0.095
C 2.37 2.78 -4.13 -0.052
C -3.40 0.91 1.06 -0.108
H -0.42 4.83 0.14 0.129
C 4.55 0.00 -0.40 -0.084
H -0.14 0.92 -1.85 0.057
F -3.24 1.20 -5.90 0.097
H -5.44 1.54 1.00 0.137
P 2.29 -0.65 -1.91 0.832
C -1.83 -3.92 -1.15 -0.367
N -2.11 1.19 0.85 -0.027
H -4.62 1.52 -3.75 0.128
C 2.74 -4.21 -3.75 -0.065
C 1.47 -3.87 1.68 -0.127
H 1.96 -0.75 2.46 0.102
H -5.19 -2.48 3.52 0.134
H -3.63 -0.07 1.45 0.070
H -7.36 -2.50 -0.16 0.135
H 3.11 5.39 -0.37 0.136
C 2.20 5.48 0.22 -0.188
H 2.49 5.85 1.21 0.142
C 0.56 1.44 -2.48 -0.095
H 2.30 -4.76 -5.78 0.117
C 2.18 -1.94 -3.15 -0.306
H 4.63 -1.47 -3.46 0.110
C -0.58 -4.34 -1.62 -0.119
C -3.05 0.50 -4.78 -0.274
C -2.87 -4.83 -1.02 -0.093
C -4.00 -2.21 1.74 -0.151
C -6.41 -2.40 0.35 0.022
H -3.06 -2.14 2.29 0.105
C -5.14 4.06 -0.11 -0.188
C -3.84 0.77 -3.68 0.013
H -5.25 -2.17 -1.43 0.113
C -1.85 -1.19 -3.61 -0.109
H -5.42 3.84 -1.14 0.138
Sb -2.18 -1.89 -0.67 1.524
C 6.81 -0.32 -1.14 -0.052
C 0.21 3.96 0.32 0.078
C -6.36 -2.47 1.73 -0.270
```

As for the HOMO-LUMO gap (alpha / beta): 7.13 / 7.13 eV. The total charge is +2. The value obtained for the highest occupied orbital energy (alpha / beta) is -13.1 / -13.1 eV. The LUMO energy (alpha / beta) is -5.93 / -5.93 eV.

=====

These records have ΔE to the lowest compared entry with this formula, charge and spin values of 0.00 57.28 61.50 30.13 kcal/mol, in the order they appear.
These records have E_tot values of -4200.80455 -7581.28564 -5127.51765 -3711.14897 hartree, in the order they appear.